{"formula": "H3OPS", "method": "ωB97M-V with the def2-TZVPD basis set", "homo_ev": [-8.85, -8.50], "total_charge": 0, "e_lumo_ev": [-1.22, -1.73], "e_above_lowest_kcal_mol": 48.6, "gap_ev": [7.632, 6.773], "elements": ["O", "P", "S", "H", "H", "H"], "positions_angstrom": [[1.519, -0.897, 0.028], [0.835, 0.554, -0.137], [-2.262, -0.118, 0.004], [1.750, -1.366, -0.776], [0.714, 0.706, 1.255], [-2.555, 1.120, -0.373]], "atomic_forces_ev_per_a": [[0.1, -0.2, 0.3], [-1.7, -0.4, 0.0], [1.7, -0.1, 0.0], [0.0, 0.1, -0.3], [0.0, 0.2, 0.2], [-0.1, 0.4, -0.1]], "mulliken_charge": [-0.4123, 0.2417, -0.3846, 0.3527, 0.0945, 0.1079]}